Entry 1:
This record from the OMol25 dataset describes a cluster of 2 separate species, C4H16NSi2 in total at a distorted geometry. The level of theory is ωB97M-V/def2-TZVPD.

Last column: Löwdin charge in e.
CARTESIAN COORDINATES (ANGSTROEM)
1 C 2.031 1.215 -0.258  0.0028
2 C 1.890 -1.163 -0.771  -0.0540
3 C 2.147 -0.204 0.375  -0.4108
4 C -2.069 0.204 0.538  -0.6371
5 N 1.058 -0.381 1.313  0.2549
6 Si -2.238 1.687 -0.796  0.6312
7 Si -2.590 -1.475 0.190  0.5907
8 H 2.695 1.875 0.230  0.0791
9 H 2.410 1.158 -1.228  0.0655
10 H 0.886 1.275 -0.228  0.0956
11 H 2.267 -0.891 -1.694  0.0563
12 H 0.774 -1.326 -0.909  0.0970
13 H 2.211 -2.262 -0.527  0.1320
14 H 3.122 -0.305 0.921  0.1938
15 H -0.913 -0.013 0.510  -0.0258
16 H 0.908 -1.384 1.564  0.1714
17 H 1.225 0.263 2.044  0.1354
18 H -3.728 2.030 -0.832  -0.0540
19 H -2.093 0.812 -1.978  -0.0597
20 H -1.696 2.750 -0.029  -0.0835
21 H -2.152 -2.567 -0.729  -0.1071
22 H -3.887 -1.953 0.775  -0.1003
23 H -2.256 0.656 1.517  0.0266

- multiplicity = 3
- frontier orbital gap (alpha / beta) (eV) = 6.465 / 5.383
- ⟨S²⟩ = 2.01
- largest force on an atom (eV/Å) = 4.96
- LUMO (alpha / beta) (eV) = -3.20 / -8.79
- charge = +1

Entry 2:
This record from the OMol25 dataset describes an isolated molecule of C4H8O3. The level of theory is ωB97M-V/def2-TZVPD.

Last column: Löwdin charge in e.
CARTESIAN COORDINATES (ANGSTROEM)
1 C -0.477 -1.829 0.853  -0.0455
2 C -0.456 -0.394 0.326  -0.4408
3 O -0.165 0.429 1.427  -0.0323
4 C 0.608 -0.240 -0.774  -0.0877
5 O 1.093 1.087 -1.123  -0.0032
6 C 0.475 2.235 -0.912  -0.3245
7 O -0.557 2.439 -0.313  0.0563
8 H 0.510 -2.111 1.239  0.0857
9 H -0.791 -2.564 0.105  0.0833
10 H -1.179 -1.868 1.692  0.0858
11 H -1.446 -0.152 -0.092  0.1451
12 H -0.437 1.318 1.148  0.0606
13 H 0.260 -0.673 -1.717  0.1352
14 H 1.520 -0.758 -0.470  0.1315
15 H 1.052 3.049 -1.371  0.1504

- frontier orbital gap (eV) = 11.093
- largest force on an atom (eV/Å) = 0.48
- LUMO (eV) = 0.85

Entry 3:
This record from the OMol25 dataset describes a structure of composition C15H26ClGaIN2O2P at a distorted geometry. The level of theory is ωB97M-V/def2-TZVPD.

Last column: Löwdin charge in e.
CARTESIAN COORDINATES (ANGSTROEM)
1 C 2.663 -0.286 -3.245  -0.5760
2 I 2.904 1.635 -3.953  1.1069
3 H 1.631 -0.577 -2.983  -0.0094
4 H 3.137 0.095 -2.348  -0.1025
5 H 3.175 -1.060 -3.799  0.0389
6 Ga -1.333 0.517 -1.335  0.4413
7 P 0.100 0.698 -5.037  0.7887
8 C 1.111 0.890 -6.603  -0.3272
9 C -0.871 -0.750 -5.635  -0.2288
10 H -1.956 1.973 -4.819  0.0407
11 H -1.476 1.785 -6.524  0.0698
12 H -0.645 2.983 -5.489  0.0590
13 C -1.111 1.995 -5.512  -0.2549
14 H -1.708 -0.911 -4.949  0.0342
15 H -1.210 -0.476 -6.637  0.0630
16 H 0.427 0.672 -7.423  0.0519
17 H 1.933 0.173 -6.578  0.0350
18 H -0.179 -1.607 -5.667  0.0649
19 H 1.534 1.902 -6.703  0.0372
20 C 5.457 0.904 -2.457  -0.0767
21 O 6.533 1.077 -2.244  0.1260
22 Cl -3.166 -0.126 -2.094  0.2360
23 C -3.102 -2.026 5.245  -0.0560
24 C -1.563 -1.958 5.386  -0.2014
25 N -0.905 -1.014 4.509  -0.0641
26 C -1.005 0.380 4.884  -0.2136
27 C -0.370 0.655 6.246  -0.0620
28 C -0.853 -1.417 3.192  -0.3954
29 O -1.359 -2.449 2.752  0.0919
30 C -0.019 -0.580 2.281  -0.0899
31 C 1.155 0.104 2.623  0.0561
32 C 1.802 0.896 1.672  0.0134
33 C 1.261 1.038 0.391  -0.0707
34 N 0.115 0.354 0.075  -0.0973
35 C -0.514 -0.509 0.990  -0.0381
36 H -3.563 -1.036 5.380  0.0729
37 H -3.558 -2.734 5.960  0.0930
38 H -3.290 -2.373 4.230  0.0634
39 H -1.304 -1.670 6.431  0.1148
40 H -1.203 -3.004 5.257  0.1400
41 H -0.518 0.964 4.099  0.1032
42 H -2.069 0.680 4.923  0.1310
43 H 0.691 0.363 6.252  0.0865
44 H -0.422 1.734 6.440  0.0869
45 H -0.908 0.148 7.065  0.0802
46 H 1.556 -0.072 3.618  0.1457
47 H 2.706 1.477 1.872  0.1342
48 H 1.651 1.693 -0.392  0.1216
49 H -1.360 -1.154 0.651  0.1359

- frontier orbital gap (alpha / beta) (eV) = 5.958 / 4.587
- largest force on an atom (eV/Å) = 3.61
- LUMO (alpha / beta) (eV) = -8.22 / -9.59
- charge = +2

Entry 4:
This record from the OMol25 dataset describes a cluster of 2 separate species, C2H7N3O2 in total at a distorted geometry. The level of theory is ωB97M-V/def2-TZVPD.

Last column: Löwdin charge in e.
CARTESIAN COORDINATES (ANGSTROEM)
1 C 0.782 -1.046 0.787  -0.0805
2 C 0.646 0.484 -1.157  -0.0408
3 N -2.806 -1.073 0.254  0.0744
4 N 0.179 0.101 0.202  -0.3360
5 N -0.606 0.857 0.924  -0.0631
6 O -0.468 2.177 0.547  -0.0923
7 O -1.977 -1.424 -0.497  -0.0853
8 H 1.730 -1.205 0.119  0.1173
9 H 1.118 -0.863 1.814  0.0892
10 H 0.222 -1.919 0.817  0.0397
11 H 1.741 0.434 -1.130  0.0663
12 H 0.475 -0.558 -1.762  0.1303
13 H 0.303 1.372 -1.601  0.0526
14 H -1.341 2.662 0.682  0.1283

- multiplicity = 3
- frontier orbital gap (alpha / beta) (eV) = 6.740 / 9.741
- ⟨S²⟩ = 2.01
- largest force on an atom (eV/Å) = 5.43
- LUMO (alpha / beta) (eV) = 0.03 / 0.44

Entry 5:
This record from the OMol25 dataset describes an isolated molecule of C3H5N3 at a distorted geometry. The level of theory is ωB97M-V/def2-TZVPD.

Last column: Löwdin charge in e.
CARTESIAN COORDINATES (ANGSTROEM)
1 N -1.300 -0.823 1.385  0.0833
2 C -0.470 -0.135 0.477  -0.4165
3 C -0.579 -0.010 -0.908  -0.0650
4 N 0.645 0.617 -1.313  0.0286
5 C 1.333 0.771 -0.173  -0.2395
6 N 0.690 0.423 0.916  0.0911
7 H -0.885 -0.917 2.312  0.0836
8 H -1.532 -1.751 1.053  0.0797
9 H -1.498 0.247 -1.408  0.0916
10 H 1.188 0.628 -2.181  0.1499
11 H 2.392 0.936 -0.174  0.1132

- frontier orbital gap (eV) = 9.081
- largest force on an atom (eV/Å) = 1.21
- LUMO (eV) = 1.03

Entry 6:
This record from the OMol25 dataset describes a cluster of 3 separate species, C3H11NO3 in total. The level of theory is ωB97M-V/def2-TZVPD.

Last column: Löwdin charge in e.
CARTESIAN COORDINATES (ANGSTROEM)
1 C 0.182 0.827 -1.636  -0.3413
2 N 0.431 -0.413 -1.177  0.0325
3 C 1.722 -1.069 -1.385  -0.2580
4 C 1.842 -2.356 -0.605  -0.0882
5 O -0.660 1.567 -1.155  0.0026
6 H 0.724 1.160 -2.533  0.1422
7 H 0.024 -0.545 -0.260  0.1397
8 H 1.844 -1.343 -2.426  0.1102
9 H 2.546 -0.373 -1.166  0.1182
10 H 2.890 -2.599 -0.402  0.0800
11 H 1.463 -2.279 0.408  0.0723
12 H 1.339 -3.153 -1.138  0.0765
13 H -1.671 2.785 1.594  0.0418
14 H -1.476 1.683 0.580  -0.0077
15 O -1.855 1.851 1.460  -0.0667
16 H -1.646 -0.109 4.001  0.0303
17 H -1.405 -0.027 2.530  -0.0084
18 O -1.261 -0.619 3.283  -0.0762

- frontier orbital gap (eV) = 11.123
- largest force on an atom (eV/Å) = 0.85
- LUMO (eV) = 0.82

ΔE to the lowest compared entry with this formula, charge and spin, record by record: 6.60; 25.89; 0.00; 55.70; 14.56; 15.87 kcal/mol
M, record by record: 134.4; 104.1; 529.4; 105.1; 83.1; 109.1 g/mol